[1]
Formula: C58H53BrGe2N7O6PbS
Source: the OMol25 dataset
Level of theory: the ωB97M-V functional and the def2-TZVPD basis

## Properties
ΔE to the lowest compared entry with this formula, charge and spin ... 89.3 kJ/mol
Calculated total energy ... -282874.371 eV
E_LUMO ... -2.7 eV

```
! wB97M-V def2-TZVPD RIJCOSX def2/J DEFGRID3
* xyz 1 1
Pb -1.16 -0.91 -0.50
Br -6.67 4.56 0.99
Ge 1.80 1.12 -1.31
Ge 2.63 -0.50 0.40
S -1.04 -3.14 6.51
O -3.30 0.95 -0.81
O -0.02 1.08 -1.91
O -2.53 -2.73 -0.58
O 0.88 -1.75 -1.92
O -3.91 -4.59 0.59
O -1.21 2.05 0.53
N 1.19 -2.53 -2.94
N 3.51 -3.26 6.03
N -2.02 -1.32 -2.70
N -1.55 5.50 2.77
N -2.70 -2.52 -2.88
N -0.53 3.52 2.79
N -1.49 -1.75 2.20
C -1.43 2.49 -5.61
C -3.54 2.07 -0.05
C -4.95 3.78 0.86
C -2.64 3.72 1.47
C 4.58 -0.31 0.53
C 4.72 0.91 -5.05
C -4.51 -6.27 -3.15
C -4.46 0.38 -1.44
C 2.38 -2.35 -3.55
C -1.49 -1.27 4.54
C 3.42 1.36 -5.26
C 1.30 4.06 4.45
C -3.86 -5.06 -3.06
C 1.31 4.05 -0.59
C -0.45 5.55 3.61
C 0.69 -4.30 -4.44
C -3.62 -4.45 -1.81
C 2.76 -3.13 -4.62
C -4.80 2.65 0.06
C 1.90 -4.12 -5.08
C 3.26 3.97 1.36
C 1.91 -0.02 2.15
C -0.51 1.49 -3.13
C 2.92 2.82 0.67
C 2.88 -2.16 6.45
C -4.74 -6.32 -0.75
C -1.31 -2.61 4.83
C 1.63 5.19 0.11
C 2.77 -4.35 5.84
C 2.62 5.16 1.08
C -0.25 2.79 -3.55
C 0.19 4.31 3.65
C -2.46 2.62 0.64
C 1.51 -2.08 6.64
C -1.28 0.67 -3.98
C -2.91 -3.15 -1.75
C -1.56 4.28 2.30
C -1.81 -0.68 -3.78
C 2.39 -2.43 0.28
C -4.07 -5.10 -0.65
C 5.10 0.54 -3.77
C 4.19 0.61 -2.72
C -1.39 -3.05 2.48
C 2.89 1.06 -2.92
C 0.35 -3.50 -3.37
C 1.95 2.83 -0.34
C -0.70 3.30 -4.76
C 0.03 6.61 4.38
C 1.15 6.38 5.17
C -3.91 4.31 1.57
C 2.51 1.44 -4.21
C 1.77 5.12 5.21
C 0.75 -3.22 6.40
C -1.70 1.20 -5.22
C -1.29 -3.53 3.78
C -1.56 -0.89 3.21
C -4.95 -6.90 -1.98
C 1.39 -4.38 6.01
H 2.87 -2.83 1.17
H 2.63 4.98 5.85
H 2.87 6.06 1.64
H 1.11 6.12 -0.09
H -0.02 -5.05 -4.75
H 5.07 -0.96 -0.20
H 0.83 -5.30 5.84
H -1.67 0.16 2.94
H -4.13 -0.49 -1.99
H -1.79 2.86 -6.56
H -5.45 -7.85 -2.04
H -0.46 7.57 4.36
H 2.68 -0.23 2.89
H -2.18 -1.17 -4.68
H 1.35 -2.72 0.27
H 4.85 -0.67 1.53
H 6.11 0.19 -3.58
H 1.54 7.18 5.78
H 2.18 -4.74 -5.93
H -0.57 -3.61 -2.83
H -1.19 -4.59 3.97
H 1.63 1.03 2.23
H -1.54 -0.53 5.33
H 4.02 3.93 2.13
H 3.50 -1.28 6.62
H 2.89 -2.84 -0.60
H -5.08 -6.79 0.16
H -0.91 2.11 -0.40
H 1.04 -1.16 6.97
H 1.78 3.09 4.49
H -3.40 -3.77 0.50
H 5.42 0.87 -5.87
H 2.98 -1.55 -3.15
H 3.11 1.66 -6.26
H 1.52 1.79 -4.43
H -1.36 -3.73 1.64
H 3.30 -5.24 5.53
H -5.20 0.08 -0.69
H 0.51 4.12 -1.31
H 3.72 -2.95 -5.08
H 0.37 3.40 -2.93
H 1.04 -0.64 2.37
H -2.27 0.56 -5.87
H -4.03 5.18 2.21
H 3.42 1.90 0.93
H -0.46 4.32 -5.03
H -3.52 -4.54 -3.94
H -4.68 -6.73 -4.11
H 4.52 0.32 -1.74
H -4.91 1.09 -2.14
H 4.96 0.70 0.41
H -5.65 2.25 -0.45
H -0.32 2.58 2.48
*
```

Mulliken atomic charge list, values in e, 2 entries:
1 Pb 1.606
2 Br -0.180

[2]
Formula: C6H14NO
Source: the OMol25 dataset
Level of theory: the ωB97M-V functional and the def2-TZVPD basis

## Properties
ΔE to the lowest compared entry with this formula, charge and spin ... 292.0 kJ/mol
Calculated total energy ... -9983.597 eV
E_LUMO ... 3.6 eV

```
! wB97M-V def2-TZVPD RIJCOSX def2/J DEFGRID3
* xyz -1 1
O -3.29 0.31 0.93
N 0.20 0.26 0.07
C 0.69 0.82 -1.13
C 2.70 0.23 1.17
C -1.40 -1.35 -0.76
C 1.24 -0.50 0.77
C -2.45 0.87 -0.01
C -1.15 -0.14 0.16
H 0.83 -0.76 1.81
H -0.73 -2.29 -0.48
H -2.64 0.67 -1.08
H 1.19 1.75 -0.80
H 2.45 1.26 1.62
H 1.71 -1.41 0.11
H -2.30 1.94 0.10
H 3.30 -0.38 1.98
H -1.38 -0.41 1.29
H 1.32 0.11 -1.60
H -2.44 -1.63 -0.75
H -0.02 1.22 -1.90
H 3.40 0.42 0.32
H -1.23 -0.98 -1.82
*
```

natural (NBO) atomic charge list, values in e, 2 entries:
1 O -0.969
2 N -0.497

[3]
Formula: C9H14N4O3
Source: the OMol25 dataset
Level of theory: the ωB97M-V functional and the def2-TZVPD basis

## Properties
ΔE to the lowest compared entry with this formula, charge and spin ... 238.8 kJ/mol
Calculated total energy ... -21662.226 eV
E_LUMO ... 0.4 eV

```
! wB97M-V def2-TZVPD RIJCOSX def2/J DEFGRID3
* xyz 0 1
O -0.13 -2.51 0.93
O 0.63 2.17 -2.12
O -0.74 -1.65 -1.04
N -3.56 -0.03 2.29
N 1.41 -0.50 -3.23
N 0.28 0.81 -0.23
N -1.99 1.39 1.71
C -3.29 1.16 1.74
C -0.14 -1.57 0.03
C 0.84 1.11 -1.54
C 0.50 -0.33 0.59
C -2.37 -0.68 2.59
C 1.79 0.13 -1.98
C -1.42 0.25 2.20
C 3.11 0.79 -2.05
C 0.07 0.04 2.00
H 1.55 -0.65 0.74
H -0.39 1.41 0.14
H 0.62 1.08 2.16
H 1.42 0.32 -3.99
H 2.00 -0.61 -1.25
H 4.00 0.18 -2.41
H 0.55 -0.72 2.69
H 0.25 -0.71 -3.19
H -4.51 -0.47 2.11
H 3.31 1.23 -1.02
H 2.99 1.65 -2.71
H -0.37 -3.40 0.50
H -4.15 1.74 1.29
H -2.24 -1.62 3.03
*
```

natural (NBO) atomic charge list, values in e, 2 entries:
1 O -0.683
2 O -0.600

[4]
Formula: C4H6N4O2
Source: the OMol25 dataset
Level of theory: the ωB97M-V functional and the def2-TZVPD basis

## Properties
ΔE to the lowest compared entry with this formula, charge and spin ... 325.6 kJ/mol
Calculated total energy ... -14277.170 eV
E_LUMO (spin up / spin down) ... -10.7 / -10.7 eV

```
! wB97M-V def2-TZVPD RIJCOSX def2/J DEFGRID3
* xyz 2 1
O -3.58 0.00 0.09
O -1.57 1.01 -0.51
N -0.30 -0.45 0.72
N 0.08 -1.92 -0.33
N 2.16 1.54 -0.13
N -1.57 -0.68 0.94
C -0.16 0.66 -0.12
C 0.80 1.59 -0.38
C 3.24 1.67 0.17
C -2.44 0.16 0.15
H 4.31 1.77 0.31
H -0.39 -2.85 0.03
H -1.84 -1.26 1.72
H -0.30 -1.65 -1.29
H 0.55 2.49 -0.90
H 1.00 -2.08 -0.48
*
```

natural (NBO) atomic charge list, values in e, 2 entries:
1 O -0.389
2 O -0.436

Question: Which formula does entry 2 have?
Answer: C6H14NO